# 1
A cluster of 2 separate species, C4H11NO in total in a non-equilibrium geometry, computed with the ωB97M-V functional and the def2-TZVPD basis.

Results
- orbital gap (eV) = 10.1
- energy relative to the best compared isomer or geometry (same formula, charge and spin) (kcal per mole) = 42.9
- HOMO energy (eV) = -9.17
- calculated total energy (eV) = -7862.6926

Last column: Löwdin charge in e.
Cartesian coordinates (Å):
C -2.018 0.558 0.886  -0.129
N -0.973 0.341 -0.087  -0.172
C 0.401 0.519 0.417  -0.249
C 2.596 0.017 -0.666  0.012
C 1.392 0.553 -0.711  -0.181
H -2.292 1.606 1.013  0.078
H -2.865 -0.115 0.782  0.076
H -1.663 0.254 1.874  0.078
H -1.152 0.860 -0.938  0.112
H 0.622 -0.333 1.061  0.119
H 0.403 1.461 0.986  0.118
H 3.313 0.036 -1.473  0.056
H 2.939 -0.287 0.317  0.065
H 0.970 1.054 -1.582  0.102
H -0.508 -1.422 -0.551  -0.017
H -0.850 -2.808 -0.353  0.028
O -0.315 -2.294 -0.976  -0.097

Cartesian forces, eV/Å:
0.4200 -0.2727 1.1445
0.1774 -0.6228 -0.3653
-0.5390 0.5288 -0.0225
0.1469 0.6234 0.5860
-0.8301 0.2094 -0.2713
-0.3640 0.0717 -0.2086
-0.3462 0.3103 -0.6550
0.3723 0.0609 0.0201
0.1853 -0.0075 0.0891
0.0542 0.2094 0.2654
0.4756 -0.1144 0.1831
-0.1018 0.0303 -0.0828
0.1411 -0.5697 -0.2019
0.4008 -0.2234 -0.2764
0.1739 0.0762 -0.9231
0.2282 -0.5860 -0.4779
-0.5946 0.2761 1.1966

# 2
A cluster of 3 separate species, C18H42ClN4O11P2S in total in a non-equilibrium geometry, computed with the ωB97M-V functional and the def2-TZVPD basis.

Results
- orbital gap (eV) = 6.9
- HOMO energy (eV) = -11.90
- total charge = +1
- calculated total energy (eV) = -89750.0586

Last column: Löwdin charge in e.
Cartesian coordinates (Å):
C 3.677 -2.624 4.132  -0.109
C 3.541 -4.039 3.431  -0.251
C 3.158 -3.995 1.892  -0.534
Cl 2.157 -5.522 1.562  0.614
C 2.253 -2.786 1.465  -0.304
N 0.783 -2.852 1.792  0.075
C 0.354 -1.592 1.140  -0.214
N -0.499 -0.725 1.637  0.154
C -0.775 0.474 0.791  -0.094
C 0.561 1.257 0.378  -0.220
N 0.572 2.009 -0.676  0.105
N 1.069 -1.426 -0.147  0.117
C 2.126 -2.475 -0.085  -0.272
C 3.413 -2.372 -1.002  -0.119
C 4.056 -0.930 -1.099  -0.175
C 4.576 -0.339 0.282  -0.206
C 6.169 -0.156 0.349  -0.191
S 6.902 -1.794 0.748  0.727
O 6.317 -2.411 1.984  -0.343
O 8.382 -1.673 0.939  -0.313
O 6.685 -2.907 -0.487  -0.180
H 2.803 -1.931 3.962  0.064
H 4.669 -2.128 3.905  0.069
H 3.696 -2.821 5.252  0.088
H 2.861 -4.683 4.053  0.101
H 4.564 -4.531 3.487  0.123
H 4.100 -4.069 1.271  0.094
H 2.499 -1.755 1.885  0.135
H 0.249 -3.521 1.204  0.121
H -0.886 -0.909 2.566  0.184
H -1.193 0.076 -0.185  0.131
H -1.441 1.240 1.268  0.145
H 1.518 1.197 0.966  0.108
H -0.378 1.966 -1.096  0.049
H 0.367 -1.879 -0.762  0.164
H 1.630 -3.422 -0.493  0.144
H 4.128 -3.185 -0.695  0.098
H 3.076 -2.646 -2.053  0.132
H 3.349 -0.234 -1.625  0.114
H 4.971 -1.032 -1.769  0.117
H 4.044 0.656 0.427  0.115
H 4.304 -0.963 1.181  0.085
H 6.364 0.500 1.251  0.129
H 6.598 0.303 -0.582  0.126
H 6.259 -3.678 -0.055  0.079
C -1.483 5.899 -3.486  -0.129
O -0.805 5.965 -2.239  -0.318
P -1.566 5.276 -0.863  0.761
O -2.155 4.116 -1.660  -0.265
O -2.604 6.552 -0.798  -0.295
C -2.051 7.846 -0.540  -0.100
O -2.198 4.626 0.593  -0.315
C -3.600 4.687 0.806  -0.133
H -1.045 6.655 -4.141  0.095
H -1.336 4.919 -3.942  0.084
H -2.547 6.110 -3.371  0.089
H -2.021 8.414 -1.470  0.092
H -1.042 7.781 -0.126  0.085
H -2.693 8.366 0.171  0.092
H -4.155 4.532 -0.121  0.087
H -3.869 5.648 1.247  0.087
H -3.866 3.898 1.512  0.089
C -6.089 -2.213 -3.835  -0.124
O -5.735 -0.996 -3.190  -0.314
P -4.774 -1.078 -1.771  0.767
O -3.925 -2.251 -2.250  -0.251
O -6.079 -1.590 -0.908  -0.292
C -7.201 -0.708 -0.814  -0.099
O -3.840 -0.894 -0.341  -0.325
C -3.956 -1.871 0.678  -0.135
H -6.947 -2.008 -4.478  0.097
H -5.265 -2.561 -4.459  0.087
H -6.368 -2.979 -3.111  0.090
H -7.990 -1.059 -1.481  0.093
H -6.935 0.317 -1.081  0.086
H -7.574 -0.722 0.210  0.091
H -4.077 -2.876 0.270  0.093
H -4.798 -1.628 1.327  0.090
H -3.041 -1.843 1.275  0.063

Cartesian forces, eV/Å:
0.3390 -0.3785 0.8362
0.8965 0.4603 0.2622
-0.6442 -0.0139 0.9376
0.6886 0.7815 -0.2354
-0.3200 1.3120 -1.6494
-1.1299 2.4403 -0.0449
1.4353 -1.2797 0.0184
1.4917 -0.7161 -1.3907
0.8011 0.8228 -1.0690
-0.1429 0.8787 -1.4631
-0.8393 -1.5762 2.1328
-1.6587 -0.8337 1.8063
0.7518 -3.0552 -0.3983
-0.8447 1.0911 -0.5169
1.0170 -0.8400 0.0578
-0.1834 0.4401 -0.2558
-2.0431 0.1486 0.0468
4.9151 -2.4242 3.7174
-0.5773 1.4731 -3.0851
-3.8229 0.5745 -1.6093
-0.6128 1.5741 1.2061
0.9575 -0.7485 0.0625
-1.3090 -0.4355 -0.0627
-0.0382 0.2530 -1.3247
0.3534 0.6745 -1.0308
-1.2655 0.5239 -0.0669
-1.3256 0.2911 0.6256
0.5621 -1.6336 0.1099
0.7724 -0.3902 0.6169
0.0616 0.1129 -0.3908
0.0460 0.7426 1.3175
0.3637 -1.1974 -0.2186
-1.1871 -0.1841 -0.2456
0.5809 0.3317 -0.1494
0.1761 1.2366 -0.4123
0.6516 0.8736 0.5217
-0.7005 1.0098 -0.1703
0.4233 0.2740 1.2459
0.6016 -0.6335 0.7030
-1.2073 0.1223 0.6222
1.0403 -0.9903 -0.0325
0.2236 0.4871 -1.0067
0.3627 -1.0839 -0.9635
-0.2085 -0.7549 0.9455
0.3369 0.4168 -0.1304
-0.3113 -0.5293 -0.4374
2.5199 0.8098 2.7122
-7.4687 -1.5735 -4.6661
1.3254 -0.0198 0.6934
0.8484 -0.1600 0.7634
-0.0332 0.4062 -0.1552
3.1780 0.0605 0.6024
-0.4336 0.8176 0.1564
0.1979 0.0555 0.2976
-0.1609 0.0682 0.0817
0.0105 -0.0981 0.0756
0.1092 -0.0220 0.0598
-0.0547 0.1428 -0.0216
0.0114 -0.1273 -0.0139
0.1741 0.0555 -0.0459
-0.1646 -0.0759 -0.0668
0.3354 -0.0197 0.0215
0.3779 -0.7048 -0.2736
0.4652 3.6696 1.1452
-0.5954 -8.9333 -0.0157
0.0068 1.6999 0.0458
0.5268 1.0349 0.1142
-0.4372 0.0066 -0.0270
0.4277 2.8845 -1.3887
-0.8741 -0.0860 0.3504
0.0624 0.3441 0.1475
-0.0509 -0.0720 0.1738
0.1190 0.0287 0.0354
0.0517 0.1124 -0.0155
-0.1469 -0.0291 0.0301
0.1155 -0.0371 -0.0369
-0.0248 0.1102 -0.1168
0.0405 -0.2070 0.0581
0.0634 0.2102 -0.1524

# 3
The ion C2H7NS with charge +1 in a non-equilibrium geometry, computed with the ωB97M-V functional and the def2-TZVPD basis.

Results
- orbital gap (alpha / beta) (eV) = 11.0 / 6.6
- energy relative to the best compared isomer or geometry (same formula, charge and spin) (kcal per mole) = 21.9
- HOMO energy (alpha / beta) (eV) = -15.11 / -15.09
- multiplicity = 2
- <S²> = 0.754
- total charge = +1
- calculated total energy (eV) = -14503.1551

Last column: Löwdin spin population.
Cartesian coordinates (Å):
C -0.394 -1.288 1.292  0.071
S -1.100 -1.033 -0.422  0.776
H -0.543 -0.440 1.978  0.016
H -0.799 -2.245 1.671  -0.001
H 0.601 -1.419 1.093  0.017
C -0.095 0.465 -1.122  0.055
N 1.009 1.250 -0.371  0.019
H 0.444 -0.051 -1.975  0.025
H -0.954 1.082 -1.524  0.022
H 1.153 1.983 -1.073  -0.001
H 0.679 1.696 0.453  0.002

Cartesian forces, eV/Å:
-2.8171 -0.2584 -0.4311
1.7370 1.6250 1.2164
-0.2237 -0.2319 -0.4697
-0.0751 0.7194 -0.1703
2.8411 -0.1782 -0.3924
0.6421 -0.0081 0.2183
-2.0285 -2.0826 -2.2421
-0.7751 0.5598 0.6941
0.8285 -0.5457 0.3475
0.4537 -0.0469 0.4203
-0.5828 0.4476 0.8090

# 4
A cluster of 2 separate species, C2H6Se in total in a non-equilibrium geometry, computed with the ωB97M-V functional and the def2-TZVPD basis.

Results
- orbital gap (eV) = 8.5
- energy relative to the best compared isomer or geometry (same formula, charge and spin) (kcal per mole) = 79.4
- HOMO energy (eV) = -8.42
- calculated total energy (eV) = -67513.2460

Last column: Löwdin charge in e.
Cartesian coordinates (Å):
C 0.780 0.437 -0.194  -0.249
C -0.262 -0.631 -0.107  -0.678
Se -2.030 0.047 0.133  0.783
H 0.633 1.043 -0.997  0.033
H 0.701 0.966 0.829  0.100
H 1.809 0.118 -0.319  0.072
H -0.094 -1.933 1.322  0.156
H -0.027 -1.323 -0.929  0.024
H -1.510 1.276 0.261  -0.241

Cartesian forces, eV/Å:
0.5978 -0.6939 5.0421
1.0141 -3.0666 0.9574
-1.1734 -3.4639 -0.6342
-1.0068 2.0731 -2.1449
0.5000 -0.0648 -1.8342
0.0422 -0.6570 0.2830
0.0592 2.4806 -2.5619
-1.1304 -0.1568 0.4792
1.0974 3.5493 0.4135

# 5
An isolated molecule of C5H8N2O2 in a non-equilibrium geometry, computed with the ωB97M-V functional and the def2-TZVPD basis.

Results
- orbital gap (eV) = 9.8
- energy relative to the best compared isomer or geometry (same formula, charge and spin) (kcal per mole) = 114.4
- HOMO energy (eV) = -9.67
- calculated total energy (eV) = -12385.9745

Last column: Löwdin charge in e.
Cartesian coordinates (Å):
C -0.134 0.684 0.627  0.054
C -1.137 -0.377 0.304  -0.564
C 1.093 0.187 0.401  -0.156
C -1.769 -0.058 -1.076  0.002
C 2.378 0.928 0.308  -0.037
N -0.297 -1.589 -0.033  0.161
N 0.927 -1.283 0.027  -0.250
O 1.911 -1.879 -0.459  -0.015
O -2.078 -0.624 1.306  0.017
H -0.450 1.630 0.807  0.101
H -1.301 -0.745 -1.784  0.084
H -2.864 -0.119 -0.959  0.078
H -1.664 1.109 -1.262  0.124
H 2.157 1.814 -0.205  0.052
H 2.849 1.242 1.283  0.097
H 3.198 0.255 -0.244  0.130
H -2.818 -1.175 0.960  0.120

Cartesian forces, eV/Å:
1.6591 -3.8267 -0.5982
0.5381 -1.0704 -0.8722
-1.1127 0.6337 0.7547
-0.5576 2.7758 0.7913
2.5863 -2.6491 0.4597
0.2817 -0.6415 0.8341
-0.0991 2.1993 -1.2556
-0.9556 -0.1173 0.9929
-0.3234 -0.2713 -0.1678
-0.4816 2.7034 0.6468
-0.5348 0.6448 -0.4002
0.3658 -0.6284 -0.4340
0.2163 -2.5239 -0.1899
0.0915 1.2534 -1.0398
-0.7167 -0.6297 -0.7417
-1.9236 1.6141 1.0208
0.9665 0.5339 0.1992